A molecular structure, C24H37ClN2O2Y at a distorted geometry, computed with ωB97M-V with the def2-TZVPD basis set.

Output
Gap between HOMO and LUMO (spin up / spin down), eV: 2.86 / 3.08
Electronic energy, eV: -46124.3707
Lowest unoccupied orbital energy (spin up / spin down), Ha: 0.1025 / 0.0974

```
! RIJCOSX wB97M-V def2-TZVPD def2/J DEFGRID3
* xyz -1 1
Y 0.11917 -0.85331 0.21381
Cl -2.49075 -2.54553 -1.23274
N 0.80099 -0.51588 -2.16209
N -0.24399 0.47652 2.33800
C 1.93402 -1.13737 -2.50811
C 0.80430 0.53143 3.18287
C 0.43351 0.28742 -3.37697
C 0.97700 -0.62375 -4.47851
C 1.22152 1.60900 -3.34991
C -1.07389 0.51864 -3.43307
H 2.30882 1.43636 -3.38618
H 1.02380 2.18479 -2.43276
H 0.97510 2.23182 -4.22407
H -1.62539 -0.40549 -3.21548
H -1.36943 0.86379 -4.43706
H -1.40681 1.27454 -2.70376
C -1.17497 1.60495 2.72727
C -0.73183 1.90240 4.15930
C -2.65220 1.19142 2.64122
C -0.87586 2.83515 1.86516
H 0.19407 3.11302 1.91890
H -1.47321 3.69973 2.21180
H -1.12335 2.66302 0.80961
H -2.81649 0.26551 3.20870
H -2.98570 1.01035 1.60855
H -3.28878 1.99107 3.06678
O 0.64276 1.27087 4.26843
H -1.38151 1.41254 4.90583
H -0.65269 2.97474 4.39598
O 2.15933 -1.29809 -3.79665
H 1.34753 -0.12195 -5.38020
H 0.26730 -1.42458 -4.75416
C 2.89722 -1.78101 -1.53664
C 2.12569 -0.23471 3.12885
C 2.81230 0.04394 1.83930
H 1.92789 -1.31927 3.19878
H 2.75246 0.06576 3.98147
C 2.44667 -0.42056 0.61344
C 3.20509 -0.74016 -0.51070
H -1.09229 -2.24404 0.70377
C 4.28056 0.14308 -0.61411
C 4.64580 0.88738 0.51996
C 5.05285 0.24056 -1.90617
C 3.92268 0.92885 1.70773
H 5.59167 1.44681 0.46952
C 4.31053 1.80629 2.86200
H 5.19751 2.38574 2.57319
H 4.54728 1.16372 3.72274
H 3.49617 2.50216 3.14498
H 5.24212 -0.76984 -2.29195
H 5.99825 0.76188 -1.70977
H 4.50209 0.82011 -2.66962
H 3.80315 -2.09633 -2.06023
H 2.44382 -2.67587 -1.08699
C -6.27519 -1.59124 -0.38848
C -4.93634 -2.12844 0.12936
C -5.00495 -3.65449 0.33943
C -3.93968 -1.61037 -0.91293
H -6.51239 -2.00694 -1.37820
H -6.30238 -0.49505 -0.48103
H -7.11228 -1.85856 0.26109
H -4.76063 -1.64485 1.11856
H -4.80931 -4.16469 -0.61703
H -4.26010 -3.96527 1.08858
H -6.00367 -3.94505 0.70450
H -3.65169 -0.59682 -0.66625
H -4.38326 -1.67587 -1.92761
*
```



H3NOS in the gas phase at a distorted geometry, computed with ωB97M-V with the def2-TZVPD basis set.

Output
Gap between HOMO and LUMO, eV: 9.89
Electronic energy, eV: -14419.5299
Lowest unoccupied orbital energy, Ha: 0.0157
Energy relative to the best compared isomer or geometry (same formula, charge and spin), kcal/mol: 21.9

```
! RIJCOSX wB97M-V def2-TZVPD def2/J DEFGRID3
* xyz 0 1
N 0.93814 0.19414 -0.26777
O -1.93968 -0.39072 -0.30846
S -0.74066 0.54147 0.09830
H 1.42428 -0.46018 0.32108
H 1.06150 0.06145 -1.21686
H -0.74359 0.05384 1.37372
*
```



A gas-phase ion, C2H5N2 (charge +1) at a distorted geometry, computed with ωB97M-V with the def2-TZVPD basis set.

Output
Gap between HOMO and LUMO (spin up / spin down), eV: 7.68 / 8.70
Electronic energy, eV: -5123.1446
Lowest unoccupied orbital energy (spin up / spin down), Ha: -0.2872 / -0.2622
Energy relative to the best compared isomer or geometry (same formula, charge and spin), kcal/mol: 90.0

```
! RIJCOSX wB97M-V def2-TZVPD def2/J DEFGRID3
* xyz 1 1
C 0.17837 -0.42538 -0.46011
C 1.03773 -0.55695 0.63132
N -1.69276 1.07807 -0.04215
N -1.25625 0.05566 0.26086
H 0.37753 0.46679 -1.20178
H -0.26168 -1.40033 -0.87561
H 0.93672 -1.23762 1.43342
H 1.79309 0.22811 0.83744
H -1.11275 1.79164 -0.58338
*
```



A molecular structure, C3H2FNaO3 at a distorted geometry, computed with ωB97M-V with the def2-TZVPD basis set.

Output
Gap between HOMO and LUMO, eV: 10.12
Electronic energy, eV: -16400.0202
Lowest unoccupied orbital energy, Ha: -0.4167
Energy relative to the best compared isomer or geometry (same formula, charge and spin), kcal/mol: 39.3

```
! RIJCOSX wB97M-V def2-TZVPD def2/J DEFGRID3
* xyz 2 1
C -1.90076 0.26798 0.23057
C -1.47856 -1.18394 0.28976
O -0.20404 -1.23174 0.31674
C 0.33949 0.11940 0.32176
O -0.69636 0.94932 0.27726
O 1.48879 0.32850 0.26728
Na 3.67737 0.15057 -0.52274
F -2.64665 0.59289 -0.78854
H -2.04282 -2.02572 -0.13209
H -2.41320 -0.04548 1.28492
*
```



A molecular structure, C21H41As3N7ORuSe2Te2 at a distorted geometry, computed with ωB97M-V with the def2-TZVPD basis set.

Output
Gap between HOMO and LUMO (spin up / spin down), eV: 6.29 / 5.87
Electronic energy, eV: -365297.5441
Lowest unoccupied orbital energy (spin up / spin down), Ha: -0.0430 / -0.0636
Expectation value of S²: 0.789

```
! RIJCOSX wB97M-V def2-TZVPD def2/J DEFGRID3
* xyz 0 2
Ru -0.21233 0.24063 0.39002
C 1.50965 3.61793 0.91506
As 0.82944 2.28538 -0.32764
C 2.42474 2.07072 -1.40787
C -0.07598 3.37092 -1.66284
C -1.48561 3.86554 -1.35640
C -1.55776 4.49693 0.03909
C -2.44859 2.68744 -1.47326
As -2.40601 1.26046 -0.13639
C -3.47091 2.10451 1.26719
C -3.90419 0.32001 -0.93368
C -1.89089 4.97861 -2.34495
As -2.10171 4.79640 -4.31050
C -0.91609 3.32695 -4.83719
C -3.78979 3.79380 -4.37246
H 0.81672 3.85003 1.71399
H 1.71480 4.52106 0.34042
H 2.44492 3.25486 1.33629
H 2.86623 3.06002 -1.53886
H 2.15237 1.67681 -2.38488
H 3.12427 1.40006 -0.92197
H -0.08790 2.73033 -2.54548
H 0.59473 4.20950 -1.87728
H -1.27594 3.79378 0.82673
H -2.57133 4.84068 0.25334
H -0.88975 5.35780 0.11179
H -2.31076 2.16156 -2.41972
H -3.48048 3.04916 -1.43830
H -4.25161 2.66964 0.75815
H -2.90401 2.77758 1.90264
H -3.93476 1.33137 1.87751
H -4.61730 1.08231 -1.25186
H -4.37394 -0.33975 -0.21135
H -3.54487 -0.25301 -1.78321
H -1.19824 5.81660 -2.22017
H -2.87238 5.36116 -2.04206
H 0.12625 3.59824 -4.67299
H -1.05801 3.19241 -5.90973
H -1.13089 2.38192 -4.33719
H -4.56133 4.35328 -3.84338
H -3.70479 2.79551 -3.94682
H -4.09084 3.70404 -5.41573
Se -2.20048 -1.87320 0.69693
Te 0.04626 -2.44228 0.12092
Te 0.46980 -0.69505 -1.98426
Se -1.42420 -0.47802 -3.46385
C 0.48085 1.49232 3.18177
N -0.26296 0.30250 2.69311
C 0.39521 -0.91569 3.26973
N 0.47598 -0.86027 4.71806
C 1.22305 0.33606 5.10708
N 0.56622 1.56112 4.63018
C -0.78732 1.60115 5.17797
N -1.56698 0.43142 4.77765
C -1.61176 0.38591 3.32420
C -0.87760 -0.76696 5.26031
H -0.03750 2.37243 2.80525
H 1.47621 1.44789 2.76518
H 1.39487 -0.99919 2.84872
H -0.19557 -1.78256 2.97604
H 2.22833 0.28248 4.68808
H 1.29322 0.37321 6.19498
H -1.28974 2.50404 4.82161
H -0.73242 1.63910 6.26698
H -2.07820 1.29355 2.96819
H -2.18644 -0.48057 2.99754
H -1.44440 -1.65004 4.96005
H -0.82624 -0.73383 6.34957
N 3.82397 0.54811 2.44670
C 3.24752 -0.22404 1.47453
O 2.23769 0.20024 0.83963
C 3.82223 -1.47792 1.19534
C 3.34569 -2.19306 0.07007
N 2.92944 -2.75842 -0.84904
C 4.91764 -1.95030 1.95948
N 5.77666 -2.28572 2.65301
H 4.72262 0.28936 2.82044
H 3.54581 1.50980 2.51285
*
```



A molecular structure, C7H10NOS at a distorted geometry, computed with ωB97M-V with the def2-TZVPD basis set.

Output
Gap between HOMO and LUMO (spin up / spin down), eV: 8.70 / 6.74
Electronic energy, eV: -21780.8300
Lowest unoccupied orbital energy (spin up / spin down), Ha: -0.1342 / -0.2627
Expectation value of S²: 2.011
Energy relative to the best compared isomer or geometry (same formula, charge and spin), kcal/mol: 71.0

```
! RIJCOSX wB97M-V def2-TZVPD def2/J DEFGRID3
* xyz 1 3
C 2.94408 -0.07469 -0.18088
C 2.19793 1.08125 -0.24624
C 2.37430 -1.34296 -0.02292
C 0.81671 0.92726 -0.36924
C 1.04766 -1.47218 0.17808
C 0.29400 -0.32307 -0.07760
C -2.15809 0.83894 1.54960
N -2.50928 0.44104 -1.68408
O -2.04398 -1.61014 0.25159
S -1.50783 -0.28852 0.20121
H 4.06878 -0.16785 -0.29538
H 2.77598 2.09363 -0.30190
H 2.85960 -2.31418 0.15416
H 0.23319 1.70378 -0.54627
H 0.63056 -2.35151 0.45322
H -2.94702 0.15471 1.96757
H -2.45826 1.73416 0.87107
H -1.17929 1.05169 2.18269
H -2.03188 -0.04138 -2.43158
H -3.40715 -0.04000 -1.65311
*
```



Question: The lowest electronic energy belongs to which entry?
Answer: C21H41As3N7ORuSe2Te2



Question: Number 6 is which compound?
Answer: C7H10NOS



Question: Look up the electronic energy of the fourth one.
Answer: -16400.0202 eV



Question: Which of these has the highest electronic energy?
Answer: C2H5N2